# 1
{"formula": "CH3NO4S", "method": "ωB97M-V/def2-TZVPD", "elements": ["C", "S", "O", "O", "O", "N", "O", "H", "H", "H"], "coordinates": [[-0.1529, -0.3371, 1.3616], [0.8244, 0.5893, -0.0532], [0.7708, 2.0421, -0.0455], [1.9942, -0.1971, -0.0800], [0.0929, 0.3161, -1.6344], [-0.9697, -0.4359, -2.4873], [-1.8599, -0.6799, -1.7687], [0.4484, 0.1465, 2.0460], [-1.2171, -0.0982, 1.4186], [0.0689, -1.3457, 1.2430]], "atomic_forces_ev_per_a": [[-0.6, 2.6, -3.0], [-3.6, 0.1, -1.8], [0.3, -2.2, 0.8], [1.4, 0.0, 0.0], [1.1, 0.2, -0.2], [-1.3, 0.4, 4.9], [1.3, -0.2, -2.8], [0.8, 0.6, 2.4], [0.4, 0.1, -0.1], [0.4, -1.6, -0.3]], "fmax_ev_per_a": 5.1, "e_above_lowest_kcal_mol": 63.85, "spin_multiplicity": 1, "gap_ha": 0.3715, "charge": 0, "total_energy_ev": -21595.85033, "smiles": "CS(=O)(=O)ON=O"}


# 2
{"formula": "C4H8N2O2", "method": "ωB97M-V/def2-TZVPD", "elements": ["C", "C", "C", "C", "N", "N", "O", "O", "H", "H", "H", "H", "H", "H", "H", "H"], "coordinates": [[-0.2465, -1.5463, 0.4323], [1.3463, -1.2371, 0.1240], [1.5306, 0.1356, -0.0658], [-2.3673, 1.1922, 0.0040], [-1.1631, -0.7116, 0.3218], [-1.1343, 0.4756, -0.1573], [1.6344, 0.7779, -1.2399], [1.8451, 0.8300, 1.0896], [-0.3438, -2.6710, 0.4593], [2.0606, -1.5168, 0.9201], [1.5344, -1.8562, -0.7005], [-3.1221, 0.9545, -0.8553], [-2.8743, 1.0329, 1.0051], [-2.0689, 2.1737, -0.1466], [1.3758, 0.2047, -1.9564], [1.9933, 1.7618, 0.7657]], "atomic_forces_ev_per_a": [[2.0, -2.5, 0.6], [-0.4, 0.0, 1.4], [0.0, 2.2, 0.6], [-1.7, -1.7, -0.4], [-1.9, -0.3, -0.6], [1.6, -0.7, 0.4], [0.6, 0.3, 2.0], [0.0, 0.5, -3.7], [-0.4, 1.6, 0.2], [-0.9, -0.2, 0.1], [0.4, -0.5, -1.5], [1.0, 0.2, 1.4], [0.5, 0.3, -1.1], [0.0, 2.2, 0.0], [-0.3, -0.4, -0.4], [-0.3, -0.9, 0.8]], "fmax_ev_per_a": 3.7, "e_above_lowest_kcal_mol": 140.69, "spin_multiplicity": 1, "gap_ha": [0.2413, 0.2408], "charge": 0, "total_energy_ev": -11348.01173}


# 3
{"formula": "C40H34Br2GeN3O2PS5Tc", "method": "ωB97M-V/def2-TZVPD", "elements": ["Tc", "S", "C", "S", "C", "C", "S", "S", "S", "Br", "C", "C", "C", "Br", "C", "C", "C", "C", "N", "C", "C", "O", "H", "H", "H", "H", "N", "C", "N", "O", "H", "H", "H", "H", "C", "Ge", "C", "C", "C", "C", "C", "C", "C", "C", "C", "C", "C", "C", "C", "C", "C", "C", "C", "C", "H", "H", "H", "H", "H", "H", "H", "H", "H", "H", "H", "H", "H", "H", "H", "C", "P", "C", "C", "C", "C", "C", "C", "C", "H", "H", "H", "H", "H", "H", "H", "H", "H", "H", "H"], "coordinates": [[1.5632, -0.3944, -0.7333], [6.9752, -2.1104, 4.1891], [5.8235, -1.2157, 3.3668], [5.6575, -1.1802, 1.6632], [4.2929, -0.0752, 1.5193], [3.8057, 0.4066, 2.6943], [2.4990, 1.4690, 3.0588], [4.6495, -0.2170, 4.1173], [3.8400, 0.2104, -0.1515], [3.9257, -2.7654, -4.8558], [2.0833, -2.6662, -4.4327], [1.1575, -3.3082, -5.2492], [-0.1826, -3.2808, -4.9516], [-1.3924, -4.2021, -6.1059], [-0.6681, -2.6070, -3.8086], [-2.0176, -2.5576, -3.3926], [-2.3223, -1.9174, -2.2224], [-1.3169, -1.2989, -1.4755], [-0.0476, -1.2696, -1.8623], [0.2856, -1.9448, -3.0013], [1.7003, -1.9623, -3.2784], [2.4897, -1.3859, -2.4675], [1.5064, -3.8405, -6.1237], [-2.7812, -3.0413, -3.9859], [-3.3386, -1.8733, -1.8526], [-1.5430, -0.7952, -0.5497], [2.8379, 4.3096, -1.7114], [2.3519, 3.1689, -2.3395], [0.9699, 3.0967, -2.4335], [3.0848, 2.3418, -2.8342], [2.2588, 4.6794, -0.9712], [3.7930, 4.1642, -1.4195], [0.4578, 3.6545, -1.7639], [0.6644, 2.1302, -2.4260], [0.5413, 0.7234, 0.1107], [-0.8482, 1.8406, 0.8105], [-2.4864, 1.6541, -0.2875], [-2.4739, 1.9793, -1.6458], [-3.5841, 1.7675, -2.4507], [-4.7410, 1.2220, -1.9093], [-4.7756, 0.8947, -0.5615], [-3.6583, 1.1105, 0.2382], [-0.3923, 3.7551, 0.7641], [0.8222, 4.1822, 1.3095], [1.1517, 5.5320, 1.3237], [0.2881, 6.4730, 0.7741], [-0.9157, 6.0598, 0.2218], [-1.2543, 4.7104, 0.2267], [-1.3899, 1.3974, 2.6400], [-2.3626, 2.1363, 3.3122], [-2.7543, 1.7927, 4.5994], [-2.1681, 0.7034, 5.2332], [-1.1863, -0.0293, 4.5813], [-0.8013, 0.3193, 3.2931], [-1.5784, 2.3903, -2.0975], [-3.5394, 2.0146, -3.5047], [-5.6064, 1.0457, -2.5373], [-5.6715, 0.4626, -0.1301], [-3.6970, 0.8342, 1.2864], [1.5179, 3.4521, 1.7182], [2.0942, 5.8447, 1.7585], [0.5551, 7.5234, 0.7737], [-1.5930, 6.7856, -0.2137], [-2.2015, 4.4008, -0.2035], [-2.8198, 2.9951, 2.8286], [-3.5093, 2.3784, 5.1116], [-2.4649, 0.4385, 6.2415], [-0.6991, -0.8575, 5.0824], [0.0025, -0.2115, 2.7966], [2.9728, -3.5294, -0.0720], [1.7157, -2.3599, 0.5450], [2.0839, -2.3155, 2.3292], [0.1790, -3.3531, 0.4971], [-0.0471, -4.2993, -0.5016], [-1.2720, -4.9436, -0.6073], [-2.2930, -4.6556, 0.2868], [-2.0828, -3.7111, 1.2826], [-0.8596, -3.0640, 1.3823], [2.8381, -3.7021, -1.1393], [2.9566, -4.4725, 0.4781], [3.9371, -3.0347, 0.0533], [1.7540, -3.2343, 2.8177], [1.6365, -1.4373, 2.7962], [3.1623, -2.2142, 2.4448], [0.7324, -4.5263, -1.2194], [-1.4316, -5.6605, -1.4042], [-3.2518, -5.1530, 0.1989], [-2.8761, -3.4662, 1.9796], [-0.7180, -2.3114, 2.1491]], "atomic_forces_ev_per_a": [[-0.1, 0.0, 0.4], [0.0, 0.0, 0.0], [0.0, 0.0, 0.0], [0.0, 0.0, 0.1], [0.1, -0.2, 0.0], [0.0, 0.1, 0.0], [0.0, 0.0, 0.0], [0.0, 0.0, -0.1], [-0.1, 0.4, -0.1], [0.0, 0.0, 0.0], [0.0, 0.0, 0.0], [0.0, 0.0, 0.0], [0.0, 0.0, 0.0], [0.0, 0.0, 0.0], [0.0, 0.0, 0.0], [0.0, 0.0, 0.0], [0.0, 0.0, 0.0], [0.0, 0.1, 0.0], [-0.1, 0.0, -0.1], [0.0, 0.0, 0.0], [0.1, 0.0, 0.0], [0.0, 0.0, -0.1], [0.0, 0.0, 0.0], [0.0, 0.0, 0.0], [0.0, 0.0, 0.0], [0.0, 0.0, 0.0], [0.0, 0.0, 0.0], [0.1, -0.1, 0.0], [-0.1, 0.1, 0.0], [0.0, 0.1, -0.1], [0.0, 0.0, 0.0], [0.0, 0.0, 0.0], [0.1, 0.0, 0.1], [0.1, 0.0, 0.0], [0.2, -0.3, -0.1], [0.0, 0.0, 0.0], [0.0, 0.0, 0.0], [0.0, 0.0, 0.0], [0.0, 0.0, 0.0], [0.0, 0.0, 0.0], [0.0, 0.0, 0.0], [0.0, 0.0, 0.0], [0.0, 0.0, 0.0], [0.0, 0.0, 0.0], [0.0, 0.0, 0.0], [0.0, 0.0, 0.0], [0.0, 0.0, 0.0], [0.0, 0.0, 0.0], [0.0, 0.0, 0.0], [0.0, 0.0, 0.0], [0.0, 0.0, 0.0], [0.0, 0.0, 0.0], [0.0, 0.0, 0.0], [0.0, 0.0, 0.0], [0.0, 0.0, 0.0], [0.0, 0.0, 0.0], [0.0, 0.0, 0.0], [0.0, 0.0, 0.0], [0.0, 0.0, 0.0], [0.0, 0.0, 0.0], [0.0, 0.0, 0.0], [0.0, 0.0, 0.0], [0.0, 0.0, 0.0], [0.0, 0.0, 0.0], [0.0, 0.0, 0.0], [0.0, 0.0, 0.0], [0.0, 0.0, 0.0], [0.0, 0.0, 0.0], [0.0, 0.0, 0.0], [0.0, 0.0, 0.0], [-0.1, 0.1, 0.0], [0.0, 0.0, 0.0], [0.0, 0.0, 0.0], [0.0, 0.0, 0.0], [0.0, 0.0, 0.0], [0.0, 0.0, 0.0], [0.0, 0.0, 0.0], [0.0, 0.0, 0.0], [0.0, 0.0, 0.0], [0.0, 0.0, 0.0], [0.0, 0.0, 0.0], [0.0, 0.0, 0.0], [0.0, 0.0, 0.0], [0.0, 0.0, 0.0], [0.0, 0.0, 0.0], [0.0, 0.0, 0.0], [0.0, 0.0, 0.0], [0.0, 0.0, 0.0], [0.0, 0.0, 0.0]], "fmax_ev_per_a": 0.4, "e_above_lowest_kcal_mol": 3.70, "spin_multiplicity": 2, "gap_ha": [0.1606, 0.1813], "charge": -2, "total_energy_ev": -312865.98632}


# 4
{"formula": "C8H10O", "method": "ωB97M-V/def2-TZVPD", "elements": ["C", "C", "C", "C", "C", "C", "C", "C", "O", "H", "H", "H", "H", "H", "H", "H", "H", "H", "H"], "coordinates": [[-1.4460, 1.8947, 1.2878], [-2.5403, 1.1960, 1.0512], [0.4478, 0.4878, 0.5051], [-2.4677, -0.1606, 0.5421], [-1.3684, -1.1905, 0.8824], [0.0029, -0.8956, 0.3330], [1.9017, 0.8448, 0.5434], [-0.0259, -0.3094, -1.1528], [-3.3919, -0.5959, -0.1196], [-3.5288, 1.6535, 1.0570], [-1.2093, -1.1901, 1.9288], [-1.8201, -2.0458, 0.4647], [0.7423, -1.7035, 0.3019], [2.2639, 0.3526, 1.4818], [2.1858, 1.9291, 0.6653], [2.5984, 0.5023, -0.2552], [-0.1246, 0.8604, -1.0367], [-0.9856, -0.5988, -1.7442], [0.8998, -0.6591, -1.7404]], "atomic_forces_ev_per_a": [[0.7, 0.7, 0.1], [1.0, -0.3, -0.2], [-0.9, 0.0, 1.0], [-0.6, -1.2, -0.3], [0.3, 1.8, -0.6], [0.6, 1.3, -1.9], [1.2, 0.5, 0.4], [-0.2, -0.6, -1.8], [-0.1, 0.0, -0.2], [0.2, 0.1, 0.2], [-0.4, -0.5, 1.3], [-0.1, -1.5, -0.1], [-0.2, 0.0, 0.5], [-0.3, 0.3, -0.6], [-1.0, -0.9, -0.1], [-0.7, -0.3, 0.3], [0.4, -1.1, -0.4], [1.5, 0.6, 1.4], [-1.4, 0.9, 1.0]], "fmax_ev_per_a": 2.4, "e_above_lowest_kcal_mol": 182.29, "spin_multiplicity": 1, "gap_ha": 0.3145, "charge": 0, "total_energy_ev": -10497.69834}


# 5
{"formula": "C10H13ClI2N2OPZr", "method": "ωB97M-V/def2-TZVPD", "elements": ["I", "I", "Zr", "P", "C", "C", "H", "H", "H", "C", "H", "H", "H", "H", "H", "H", "C", "O", "Cl", "N", "C", "C", "C", "C", "C", "N", "C", "H", "H", "H", "H"], "coordinates": [[1.0108, 1.6364, 2.0039], [-0.9874, -1.8909, -1.7772], [-0.0845, 0.1668, -0.1110], [2.2856, -0.2520, -0.9517], [3.1769, -1.5637, -0.1654], [2.2332, -0.5702, -2.7092], [2.6395, 2.1247, -1.1010], [4.1141, 1.1442, -1.4118], [3.5239, 1.4105, 0.2704], [3.2306, 1.2566, -0.7768], [1.5705, 0.1474, -3.2132], [3.2579, -0.4578, -3.0756], [4.1724, -1.6197, -0.6269], [2.6559, -2.5239, -0.2988], [1.8597, -1.5836, -2.9103], [3.2819, -1.3701, 0.9125], [0.2083, -1.4837, 1.2764], [0.2947, -2.3540, 2.0421], [-0.2340, 1.8575, -1.6271], [-5.8452, 3.1046, 0.1454], [-5.1144, 2.3361, 0.5093], [-4.1655, 1.2923, 0.9934], [-4.5904, 0.4158, 1.9812], [-3.7435, -0.5603, 2.4053], [-2.4855, -0.6387, 1.8250], [-2.1125, 0.2083, 0.9010], [-2.9181, 1.1929, 0.4502], [-5.5797, 0.4811, 2.4244], [-3.9963, -1.2880, 3.1719], [-1.8529, -1.4703, 2.2148], [-2.5513, 1.8877, -0.3455]], "atomic_forces_ev_per_a": [[0.2, -0.5, -0.2], [0.5, 0.0, 0.3], [-4.5, 3.5, -0.9], [3.3, -0.5, -1.2], [-0.3, -0.8, 0.9], [-0.8, -0.2, -0.6], [0.3, -0.2, 0.0], [0.0, 0.0, -0.1], [0.0, -0.1, -0.2], [-0.2, 0.8, 0.5], [0.3, -0.1, 0.0], [0.1, 0.1, 0.0], [0.0, 0.1, 0.0], [0.3, 0.2, 0.0], [0.2, 0.2, 0.1], [0.1, -0.1, -0.3], [1.3, -6.9, 5.8], [-0.2, 4.0, -3.6], [0.2, 0.5, -0.5], [-2.3, 2.5, -1.2], [3.6, -3.6, 1.6], [-2.2, 1.9, -0.8], [-0.8, 0.1, 0.4], [0.8, -0.8, 0.3], [-0.8, -1.8, 2.0], [1.7, 0.6, -1.3], [0.4, 0.5, -0.7], [0.0, 0.2, -0.2], [-0.1, 0.2, -0.1], [-0.4, 1.1, -0.7], [-0.5, -0.8, 0.9]], "fmax_ev_per_a": 9.1, "spin_multiplicity": 1, "gap_ha": [0.1090, 0.1088], "charge": 3, "total_energy_ev": -54869.89293}


# 6
{"formula": "C21H25N3O2", "method": "ωB97M-V/def2-TZVPD", "elements": ["C", "C", "C", "C", "N", "N", "C", "O", "C", "C", "C", "O", "N", "C", "C", "C", "C", "C", "C", "C", "C", "C", "C", "C", "C", "C", "H", "H", "H", "H", "H", "H", "H", "H", "H", "H", "H", "H", "H", "H", "H", "H", "H", "H", "H", "H", "H", "H", "H", "H", "H"], "coordinates": [[1.2412, 1.5472, -3.1298], [1.9871, 0.4307, -2.4114], [1.0456, -0.7302, -2.0632], [1.7400, -1.7447, -1.1879], [1.8334, -1.6623, 0.0831], [1.2936, -0.6440, 0.7819], [1.4180, -0.6218, 2.1358], [1.9915, -1.4640, 2.7858], [0.7413, 0.5780, 2.8063], [0.9085, 1.9265, 2.0824], [-0.2476, 2.1527, 1.1265], [-0.3193, 1.5977, 0.0410], [-1.1998, 2.9874, 1.5742], [-2.4551, 3.1950, 0.8737], [-3.5717, 2.4465, 1.5557], [-4.5703, 3.1170, 2.2471], [-5.5669, 2.4091, 2.8974], [-5.5665, 1.0254, 2.8697], [-4.5693, 0.3493, 2.1858], [-3.5776, 1.0565, 1.5316], [2.3972, -2.9091, -1.7925], [2.6501, -2.9979, -3.1609], [3.2778, -4.1113, -3.6899], [3.6624, -5.1561, -2.8681], [3.4218, -5.0774, -1.5048], [2.7980, -3.9681, -0.9724], [0.4550, 1.9384, -2.4881], [0.7875, 1.1777, -4.0472], [1.9189, 2.3594, -3.3835], [2.4274, 0.8260, -1.4929], [2.8069, 0.0641, -3.0334], [0.6855, -1.2054, -2.9760], [0.1727, -0.3248, -1.5454], [0.7654, 0.0948, 0.3072], [1.1679, 0.6399, 3.8083], [-0.3213, 0.3405, 2.9182], [1.8446, 1.9313, 1.5212], [0.9461, 2.7334, 2.8154], [-1.1378, 3.3538, 2.5112], [-2.3070, 2.8190, -0.1420], [-2.6701, 4.2663, 0.8364], [-4.5733, 4.1978, 2.2713], [-6.3432, 2.9398, 3.4285], [-6.3426, 0.4739, 3.3788], [-4.5663, -0.7302, 2.1600], [-2.8022, 0.5329, 0.9913], [2.3742, -2.1945, -3.8266], [3.4686, -4.1618, -4.7526], [4.1486, -6.0251, -3.2868], [3.7227, -5.8877, -0.8568], [2.6086, -3.8915, 0.0861]], "atomic_forces_ev_per_a": [[0.2, -0.1, 0.1], [-0.2, 0.1, -0.1], [0.2, 0.1, 0.2], [-0.5, 0.7, 0.3], [0.5, -0.6, 0.1], [-0.4, 0.5, -0.9], [-0.1, 0.1, 0.4], [0.0, 0.0, 0.1], [0.2, -0.1, 0.0], [-0.2, -0.1, -0.1], [0.5, 0.4, 0.5], [-0.1, -0.3, -0.5], [-0.2, 0.3, 0.1], [-0.1, -0.1, -0.1], [0.0, 0.1, 0.0], [0.1, 0.0, -0.1], [-0.1, 0.0, 0.1], [-0.1, 0.0, 0.1], [0.1, -0.1, 0.0], [0.0, 0.0, 0.0], [0.3, -0.6, -0.2], [-0.1, 0.1, 0.2], [0.1, -0.1, -0.1], [0.0, 0.0, -0.1], [0.0, 0.0, 0.0], [0.0, 0.1, -0.1], [-0.1, 0.1, 0.0], [-0.1, 0.0, -0.1], [0.0, 0.1, -0.1], [0.1, -0.1, 0.0], [0.1, 0.0, 0.1], [0.0, 0.0, 0.0], [0.0, 0.0, 0.0], [0.1, -0.1, 0.2], [0.0, -0.1, -0.1], [0.0, 0.0, 0.1], [-0.1, 0.1, 0.0], [0.0, 0.0, 0.0], [0.1, -0.1, -0.1], [0.0, 0.2, 0.1], [0.0, -0.1, -0.1], [0.0, 0.1, 0.0], [-0.1, 0.0, 0.0], [-0.1, 0.0, 0.0], [0.0, -0.1, 0.0], [0.1, -0.1, -0.1], [-0.1, 0.1, 0.0], [0.0, 0.0, -0.1], [0.0, -0.1, 0.0], [0.0, -0.1, 0.1], [0.0, 0.0, 0.1]], "fmax_ev_per_a": 1.1, "e_above_lowest_kcal_mol": 37.82, "spin_multiplicity": 1, "gap_ha": 0.3161, "charge": 0, "total_energy_ev": -30748.67258, "smiles": "CCC/C(=N\\NC(=O)CCC(=O)NCc1ccccc1)c1ccccc1"}


# 7
{"formula": "C11H9FRuS4", "method": "ωB97M-V/def2-TZVPD", "elements": ["Ru", "C", "C", "C", "C", "C", "H", "H", "H", "H", "H", "S", "S", "S", "S", "F", "C", "C", "C", "C", "C", "C", "H", "H", "H", "H"], "coordinates": [[-0.2851, -1.2767, 0.2498], [-1.9503, -2.0590, 1.6239], [-2.4237, -0.9130, 0.8997], [-1.5996, 0.1763, 1.2556], [-0.5634, -0.3056, 2.1381], [-0.8285, -1.6851, 2.3913], [-2.3634, -3.0510, 1.5530], [-3.2446, -0.8840, 0.2036], [-1.6732, 1.1919, 0.9034], [0.2109, 0.2916, 2.5902], [-0.2274, -2.3244, 3.0169], [1.8838, -1.9990, 0.6387], [2.8496, -3.0242, -0.7370], [-0.2231, -2.1309, -2.0553], [-1.1384, -3.2941, -0.7280], [1.8429, 4.1198, -2.1494], [1.4045, 2.9227, -1.6609], [1.8514, 2.4926, -0.4325], [1.3982, 1.2662, 0.0452], [0.5007, 0.4584, -0.6624], [0.0891, 0.9481, -1.9075], [0.5334, 2.1678, -2.4125], [2.5529, 3.0952, 0.1311], [1.7923, 0.9232, 0.9952], [-0.5982, 0.3677, -2.5080], [0.2092, 2.5252, -3.3822]], "atomic_forces_ev_per_a": [[-0.9, -1.1, -0.6], [0.2, 0.1, -0.2], [0.0, 0.5, 0.2], [0.2, -0.1, 0.1], [-0.3, 0.4, 0.2], [0.2, 0.2, -0.2], [0.0, 0.0, 0.1], [0.0, -0.1, 0.0], [-0.1, 0.0, -0.1], [0.0, 0.0, 0.1], [0.0, -0.1, -0.1], [0.3, -0.1, 0.0], [0.0, 0.1, 0.2], [-0.2, 0.6, 0.1], [0.5, -0.5, 0.0], [0.0, 0.0, 0.0], [0.0, 0.0, 0.0], [0.0, 0.0, 0.0], [0.1, -0.1, 0.0], [0.2, -0.1, 0.1], [0.0, 0.1, 0.1], [0.0, 0.0, 0.0], [0.0, 0.0, 0.0], [0.0, 0.0, 0.0], [0.0, 0.0, 0.0], [0.0, 0.0, 0.0]], "fmax_ev_per_a": 1.6, "e_above_lowest_kcal_mol": 0.00, "spin_multiplicity": 2, "gap_ha": [0.2384, 0.2335], "charge": -1, "total_energy_ev": -60195.35236}


# 8
{"formula": "C8H5NO2S2", "method": "ωB97M-V/def2-TZVPD", "elements": ["C", "C", "C", "C", "C", "C", "C", "C", "N", "O", "O", "S", "S", "H", "H", "H", "H", "H"], "coordinates": [[-2.3878, 0.1345, -0.2462], [-2.1666, -1.0411, 0.4822], [-1.4132, 1.1019, -0.3025], [-1.0008, -1.2297, 1.1729], [-0.2058, 0.9166, 0.3727], [0.0028, -0.2416, 1.1657], [2.4369, 1.4667, -0.5318], [2.5895, 0.2595, -0.9465], [1.9523, -0.9282, -1.0866], [2.4694, -2.0001, -0.8666], [0.7942, -0.7545, -1.5142], [0.9908, 2.1848, 0.2994], [1.4098, -0.4525, 2.0916], [-3.3171, 0.2637, -0.7791], [-2.9289, -1.8042, 0.4981], [-1.5556, 2.0006, -0.8817], [-0.8232, -2.1351, 1.7331], [3.1533, 2.2586, -0.6603]], "atomic_forces_ev_per_a": [[0.3, 0.6, -0.2], [0.4, -0.5, 0.5], [-0.6, -0.1, -0.2], [-0.9, -0.5, -0.4], [0.8, 1.2, -0.3], [1.6, -0.3, 1.2], [0.3, -0.4, 0.1], [0.4, 0.7, 0.3], [-0.6, 0.2, -0.2], [0.2, -0.4, 0.1], [-0.2, -0.4, 0.1], [-0.8, -0.5, 0.0], [-0.8, 0.1, -0.8], [-0.1, 0.1, -0.1], [-0.1, -0.1, 0.0], [0.0, 0.1, -0.1], [0.0, 0.0, 0.0], [0.1, 0.2, -0.1]], "fmax_ev_per_a": 2.0, "spin_multiplicity": 1, "gap_ha": [0.1719, 0.1720], "charge": 0, "total_energy_ev": -35624.47449}


Q: Number 6 is which compound?
A: C21H25N3O2


Q: What is the formula in the fourth record?
A: C8H10O